Formula: C2HFOV
Source: the Open Molecules 2025 dataset
Level of theory: ωB97M-V with the def2-TZVPD basis set

The geometry in ORCA input format:
```
! wB97M-V def2-TZVPD RIJCOSX def2/J DEFGRID3
* xyz 2 4
H -1.25 -0.28 1.40
V 0.79 -0.59 -2.92
C -0.30 0.17 1.09
O 0.14 0.16 -1.36
F 0.64 0.43 1.99
C -0.02 0.11 -0.19
*
```

## Properties
HOMO-LUMO gap (alpha / beta)   0.25228 / 0.27988 Ha
Molecular weight   110.97 g mol⁻¹
ΔE to the lowest compared entry with this formula, charge and spin   0.0 kcal/mol